(1)
Here is an isolated ion of composition C2H7N2 and charge +1 at a distorted geometry from the OMol25 dataset. Energies are from ωB97M-V/def2-TZVPD.

Computed properties:
* net charge: +1
* HOMO-LUMO gap: 11.16 eV
* energy relative to the best compared isomer or geometry (same formula, charge and spin): 21.4 kcal per mole
* highest occupied orbital energy: -15.3 eV
* SMILES: C/[NH+]=C/N

Cartesian coordinates (Å):
H 0.24423 1.38469 -0.83191
H -1.74184 -1.91355 -1.00024
H -0.10697 -1.40245 0.48893
H -2.12159 -0.27243 -1.61809
N 0.16742 0.57028 -0.13206
N -1.52723 -0.90290 -0.97480
H 1.11788 -0.00298 1.57996
H 2.14565 0.63265 0.36496
H 1.19485 1.70794 1.39313
C 1.12573 0.76113 0.86973
C -0.49815 -0.56237 -0.13963

These are the natural (NBO) partial charges, in e, on atoms 1 to 4: atom 1 (H): 0.464, atom 2 (H): 0.439, atom 3 (H): 0.239, atom 4 (H): 0.457

***

(2)
Here is a 14-piece molecular cluster, C6H41N2O13 overall at a distorted geometry from the OMol25 dataset. Energies are from ωB97M-V/def2-TZVPD.

Computed properties:
* net charge: +1
* HOMO-LUMO gap: 8.50 eV
* energy relative to the best compared isomer or geometry (same formula, charge and spin): 10.0 kcal per mole
* highest occupied orbital energy: -10.7 eV

Cartesian coordinates (Å):
H 4.51379 -2.13990 1.54319
H -0.26918 3.31842 1.11475
C -1.24328 1.63513 0.40849
H -1.10075 -2.92033 1.72258
O 3.58190 -1.96288 1.45494
H -1.96732 1.00951 -2.50007
H 0.90495 -3.17960 -0.64374
C 0.32422 -0.32669 -0.12279
H -0.95145 0.08355 -6.00779
N -1.22364 2.85818 1.25591
H 0.21959 -2.81081 0.91411
H -2.25402 1.28377 0.38786
H 0.45881 1.00877 1.58124
O 2.46542 -0.25565 3.20204
O -1.77017 -2.47366 2.27304
H -0.29286 -0.94617 4.84938
O -3.50844 -0.78150 0.99330
O 1.15548 3.67467 0.43684
H 0.89869 3.46546 -2.90236
H -1.17150 0.80287 -3.87379
O -0.28319 -0.72423 3.88584
H -0.83504 -0.10598 1.61938
H -1.21018 -1.93195 2.88376
O -0.94625 -0.36757 -5.16333
C -0.29944 0.55185 0.94915
O -2.10883 1.23873 3.29530
O -3.32356 0.07611 -1.62134
H -1.44915 0.59978 3.62094
C -0.49531 -1.47840 -0.64739
H 1.72113 -1.44703 -2.04980
H -0.76407 -3.62303 -0.31479
H 3.76454 2.64113 2.30101
H -0.17164 -1.01238 -5.20006
H 3.41952 -1.66789 0.54532
H 3.01618 -0.42699 3.95352
H -1.94985 3.49248 0.99439
H 2.87810 1.33179 2.35977
C -0.00961 -2.84642 -0.15099
H -2.72689 0.75064 2.74351
H 1.87972 3.17655 0.89975
H 3.01172 -0.40548 -1.89132
H 1.71628 -2.44721 -5.84397
N 2.27558 -0.88417 -1.40225
H 2.12093 0.79854 -0.17242
H 2.85799 -0.84834 2.50109
H -4.41478 -1.10045 1.18331
O 3.04640 2.16513 1.81860
H -0.46223 -1.46221 -1.74038
H -0.93673 1.93884 -0.58040
C 1.55691 -0.04884 -0.53303
H -3.90741 -0.46119 -2.18605
O 1.17293 -2.27851 -5.03745
H 0.79830 -3.12555 -4.79460
H -2.89120 -1.45319 1.39981
H 1.05935 3.35074 -0.52038
H -1.40326 2.56671 2.23821
H 0.10507 2.18647 -2.54128
H -1.53579 -1.32057 -0.39522
O 0.88265 2.73973 -2.26304
O -1.29444 1.40994 -3.11562
H 0.68777 -0.60599 3.59312
H -3.32249 -0.28477 -0.70778

These are the natural (NBO) partial charges, in e, on atoms 1 to 4: atom 1 (H): 0.493, atom 2 (H): 0.468, atom 3 (C): -0.233, atom 4 (H): 0.484

***

(3)
Here is a 9-piece molecular cluster, C95H204N9O2 overall at a distorted geometry from the OMol25 dataset. Energies are from ωB97M-V/def2-TZVPD.

Computed properties:
* net charge: +9
* HOMO-LUMO gap: 2.55 eV
* highest occupied orbital energy: -23.7 eV

Cartesian coordinates (Å):
H 4.62123 4.64390 -7.97667
H -1.01451 -9.20521 3.50384
C 2.30417 -3.51952 5.68594
H -1.43237 1.67134 1.05388
H 0.22428 -3.48608 -4.74477
H 7.14889 -4.57613 -4.50555
H 3.16696 -2.43230 -4.48861
H 1.16828 -7.16048 2.87907
C -1.59135 -0.47778 -5.36314
H 0.66851 1.60422 5.29062
H -8.02650 -1.75905 0.95065
H 4.67234 -1.62115 4.75015
C -2.11393 4.98546 4.01634
C -2.37381 3.81155 3.14552
O 0.03731 -1.98542 2.13636
H -0.22434 -1.58702 -1.71272
H 5.27050 -4.41122 -3.38407
H 5.06239 4.59971 -4.91937
C 7.28354 -3.61087 -4.99365
C -2.86092 2.42498 -4.72677
H -1.41506 5.53709 -1.59806
H 1.74065 4.36349 5.10804
H 1.20280 3.69922 3.58356
H 0.04122 0.31741 7.97401
C -0.54103 -8.23426 3.64937
C 2.38999 4.04090 -5.55548
H 5.53314 1.26107 2.21057
H 1.17661 -0.00966 2.85432
H 1.10013 2.13187 6.89619
H -6.40374 -0.18263 3.98276
H 2.84580 -3.46446 4.74163
H 8.86315 -1.99310 -5.04831
C -6.04764 -1.89404 0.26121
H 7.53576 -1.45163 -6.64974
H 0.71786 6.39575 -6.33348
H 2.58779 5.70554 -7.78355
H -3.51782 5.53623 0.45368
H -2.08455 3.67342 -0.49841
H -1.83879 4.71566 5.03596
H -3.07611 0.68783 -10.48658
H -2.95553 -1.14926 -1.22092
C 8.10463 -2.36273 -3.12882
H 7.28167 -0.31855 -5.39393
C -2.14253 -2.67721 6.10186
H -8.77348 0.01844 3.82946
C -1.64775 4.39521 0.19176
H -2.27329 -2.55489 -5.20111
C -0.55893 -2.34529 -1.00478
C 5.60409 -1.64089 -5.51073
H 3.78412 2.74126 5.72783
H -1.80112 -0.10535 -9.57151
C -0.98195 2.53739 6.49661
H -0.74854 3.59843 6.40826
H -6.39195 1.52851 0.14676
C 0.89803 -2.85456 5.55967
N -0.59984 -1.13575 1.25975
H -6.74475 -0.82863 -1.47679
H 5.27622 6.06687 -5.96528
C -8.17402 1.90913 2.95686
H -0.27480 1.99193 -0.19189
H 5.56008 4.00347 5.83627
H -7.91882 2.25313 3.95918
C -4.34655 5.09782 2.92165
H 6.85790 3.69603 -8.33463
C -3.25191 0.92165 -8.31426
H 1.43068 4.38340 -5.16753
H 8.22954 -3.02971 -2.27580
C 0.33425 -8.50413 1.36789
C -4.85769 1.52682 -5.84267
C 6.26606 0.17088 -7.31451
N 4.83682 1.71631 4.18321
H -0.90325 0.23972 -4.91614
C -8.24176 0.31879 2.92659
H -0.13579 -9.48756 1.36350
H -4.95693 4.35879 3.44067
H -1.53916 3.30535 2.66050
H -8.15096 -4.40887 4.67007
H -0.88977 -1.55980 8.89067
C 0.29684 1.68254 6.31230
H 0.88168 5.54376 -1.86756
C -7.62851 -3.96686 3.82167
C 2.97805 3.00650 -4.60947
H -0.05130 -3.76490 7.27054
H -3.52391 -2.85455 8.76962
H -3.73363 -6.87775 3.54882
C 3.61933 -3.02252 -3.69168
H 4.78256 -4.27179 -5.08418
H -1.25356 5.55656 3.66747
H 7.80486 4.66049 4.90270
H 4.90427 -2.14040 -6.18069
H -1.40764 2.25617 7.45984
N 3.25578 5.30406 -5.67873
H -3.93478 2.36125 -2.72720
H -0.98366 0.41597 -1.75242
C 7.71480 3.95974 5.73273
H -1.87337 0.01415 6.25857
C 0.74295 -8.16370 2.85162
H 3.76406 0.43803 -3.96316
C 0.57723 0.80355 2.44501
H -4.45279 3.68478 -3.76674
H 5.61095 -0.39816 -7.97416
H -0.92627 -5.56345 4.58766
H -3.79805 5.83835 4.93580
C -1.41695 -1.76366 0.17260
H -7.79748 -4.67300 3.00870
C 0.20262 0.32019 6.89603
C 1.95673 7.35556 -4.85252
C -1.60406 -7.23884 3.19536
H 6.89022 1.90620 3.87533
H -6.22248 0.08052 2.22754
C 2.67214 -4.07226 -3.22152
H -2.38828 -0.92130 8.26071
N -3.37832 4.19549 2.06452
H -3.66008 -0.02262 -7.95392
C -7.98324 -2.53345 3.59035
H 5.31333 -0.92447 2.72905
C 7.32281 0.78613 -8.18029
C -6.20416 -3.91299 4.14523
H -7.45968 -2.43497 -1.26449
C 8.56654 -2.87374 -4.47858
H 3.53452 3.61855 2.78735
C 6.61892 -1.94626 -3.25089
H 1.67453 1.52478 -5.41442
H -3.01228 -2.31747 1.58967
H -4.27402 3.69898 -0.61299
H -4.99028 1.24421 -0.82761
H -5.52051 -4.76173 4.16437
H -0.96876 -5.44009 -0.12775
H 0.53887 -6.10596 -0.48745
C 3.62503 2.47689 4.68241
H -6.18013 2.49287 -4.42991
H -5.65341 -0.93266 0.59049
C -5.67030 -2.52552 -2.23206
H -0.28976 -5.54993 2.96645
H -5.12075 2.38433 -6.46201
C -3.03639 -0.04896 -5.36385
H 1.10214 -0.23642 6.63305
H 1.20135 2.12584 -3.90050
C 0.24950 -2.76727 6.95062
H -1.59288 -2.96123 5.20446
H -4.86652 2.58455 2.15903
H 7.33909 5.26624 7.55801
H -5.60153 -3.56159 -1.90051
C -1.73085 -1.79039 8.23682
H -0.68968 6.38057 -0.25871
H -2.52208 3.36193 -5.16884
H 1.10657 1.75312 2.36624
C 5.03363 0.48469 5.16033
H 2.21565 -4.57872 5.92753
C -0.91572 -0.50637 6.26662
N 6.10471 -2.74380 -4.48756
C 0.57432 4.92070 -1.02767
C -7.14371 -2.33172 1.23495
H 3.60085 -0.74011 2.40355
C 0.00467 -2.46229 -5.04760
H -3.42387 -0.21666 -4.35894
C -2.36646 -2.84774 0.88979
C 6.11426 2.59688 4.20541
H -7.48550 2.35382 2.23831
H 3.75399 1.62074 2.33074
H -3.05940 -3.22019 0.13533
H 9.43598 -3.51752 -4.34549
H -1.44269 -9.22807 -0.51862
H 7.78964 0.02866 -8.80991
C -5.01355 3.33159 0.09850
H -1.27805 -0.52095 -6.40625
H 6.99354 5.15510 -7.42403
H 2.20112 -4.67044 -4.00152
H 3.85877 6.87011 -4.16155
H 0.86841 -2.28777 7.70899
H -9.15681 2.30445 2.70006
C -2.40140 -0.67073 -0.41343
H 8.55831 -1.38573 -2.96226
H 3.10904 -4.78631 -2.52341
C 0.13218 0.17623 0.99239
H -1.58229 1.48091 -6.90400
H 2.79147 1.77553 4.64532
H -3.21700 6.80480 3.52224
C -4.22768 3.03973 1.40219
N -6.85415 -1.90168 2.75867
C -2.60645 1.75930 -7.15239
C -0.20756 -6.08812 0.30668
C -0.85668 1.19037 0.26309
C 6.59426 4.14202 -7.37563
H 8.52802 3.27603 5.48919
H -0.28417 -8.14444 4.70486
C 3.35578 3.74579 3.85504
H 1.87115 5.26154 3.46440
H 7.14594 -3.73171 -6.06816
H 2.33257 -0.29987 -3.84512
H -1.14052 -3.06633 -1.57920
C 1.95725 4.33995 4.04003
C 5.11544 4.23516 -7.09531
H -5.25997 -2.06991 4.10390
N -1.07313 -1.91111 6.88468
H -5.73267 4.11297 0.34432
H 2.30659 3.65842 -6.57276
C 4.78172 5.10303 -5.84457
C 1.60216 7.03265 -6.31160
C -5.27776 1.88171 -4.41216
H 3.18308 -0.70493 4.82182
C -2.44707 0.77216 -9.60041
C -3.41955 5.80804 3.91408
H 6.00868 -2.36525 -2.45079
H -1.58167 -1.80687 -3.75333
C -2.97844 -7.60010 3.85864
C -5.68555 2.02477 -0.51870
H -0.90078 3.88583 0.80059
H 0.57203 -3.58346 4.81769
H 1.27354 5.02634 -0.19819
N -1.88002 -7.28261 1.71520
C -0.74348 -7.49376 0.76598
H 6.09330 0.24156 5.23839
H -8.74770 -0.12478 2.06906
C -0.80530 5.39336 -0.70608
H -1.83454 -3.68381 1.34382
C -1.63387 0.57835 -0.89280
H 4.71414 0.70000 6.17997
H -3.51894 -4.19192 6.60683
H -2.66803 2.83802 -7.29621
H -3.34358 -8.55043 3.46920
H 4.93324 -0.99797 -4.94090
H -1.81171 1.65198 -9.70207
H -2.34021 1.37970 -1.10968
H 5.61275 0.94853 -6.91886
H 1.49009 -8.81638 3.30318
H 8.11867 3.76833 7.91869
H 2.38003 8.35222 -4.72766
H -2.97824 -2.05142 5.78868
H -2.03441 -3.71488 9.15689
H 2.84527 0.99717 -2.58003
H -5.02514 5.71926 2.33734
C 2.75814 0.67770 -3.61852
H -1.90222 -4.70934 6.87999
H 3.18338 3.44742 -3.63400
H 2.15867 0.73694 0.27113
H -6.07808 -2.60271 -3.23996
H -8.03340 -2.02933 4.55547
H -0.77433 -0.53783 5.18628
C 2.09406 1.85414 -4.46383
H -4.14823 1.48704 -8.56930
H 2.74896 5.69337 -3.49732
H -3.57614 -0.75073 -5.99969
H 6.40837 -0.87691 -3.26705
H -0.33176 -8.29793 -1.19391
H 0.70793 3.87966 -1.32175
H -2.90432 3.01931 3.67374
H -3.43119 2.34398 1.13830
H 6.95899 1.56648 -8.84872
H 3.87706 2.72848 -5.15955
H 2.96930 -3.21701 6.49475
H 4.79976 3.19966 -6.96809
N -3.32001 1.40324 -5.79506
H 1.27222 0.00819 -0.96793
H -2.21029 5.98776 1.59295
H -2.05057 1.96550 -4.16082
H 1.90532 -3.51737 -2.68099
H 1.04896 7.37051 -4.24935
C 4.40774 -0.41684 3.06122
C -1.16771 -5.81592 3.55515
H 3.67426 -2.31675 -2.86284
H -2.82378 -7.60499 4.93760
H 6.23429 2.55360 6.40452
C 1.38122 -0.01121 0.11643
C -1.46241 -1.92812 -4.82999
H -4.66550 -2.10458 -2.26789
C -6.54123 -1.85527 -1.17236
H -1.95011 -5.09018 3.33322
C 4.60899 1.10409 2.76681
C 2.80916 6.24192 -6.86084
H 5.95485 3.32293 3.40821
H 1.40908 7.93321 -6.89453
O -2.91654 -6.56516 1.12321
H -5.41028 0.92998 -3.89760
C -2.67691 5.17053 1.04295
H -6.16963 -3.51729 5.16028
H 4.03994 4.44084 4.34179
H -4.92417 -2.94118 2.55886
C -4.13254 2.64290 -3.76145
H -5.21962 -2.58197 0.43218
H 7.10400 3.50165 -6.65578
H 8.98133 5.12287 7.18075
C -2.56336 -3.85196 7.00607
C 8.05554 4.54791 7.15950
C 4.22052 -0.66394 4.48997
C -5.66628 -2.71429 3.32429
H 0.28263 -5.67533 1.18839
H 0.21156 -2.46056 -6.11779
C -6.86097 -0.33796 3.00556
H -2.03302 -7.71594 -1.12748
C -1.21279 -8.16366 -0.56634
H 1.98242 -0.83682 0.49726
C 3.00128 6.24255 -4.40442
H -8.98969 -2.56010 3.17266
H -3.16616 -0.36523 0.30065
H -0.25259 0.93448 3.13953
H 1.01027 -1.92386 5.00351
H 1.24528 -8.50770 0.76947
H 3.58311 6.96762 -7.11075
C 6.75382 -0.85094 -6.18515
H 0.19839 -3.05336 -0.66833
H -1.77218 2.27315 5.79387
H -5.38390 0.69131 -6.30433
H -6.29677 2.24102 -1.39491
H -7.43494 -3.38195 1.25280
C 6.34202 3.28161 5.60048
H 0.53678 -1.77782 -4.38695
C 4.95227 -3.71673 -4.16157
H 8.09472 1.27251 -7.58389
C -2.53353 -3.11476 8.39608

These are the Löwdin partial charges, in e, on atoms 1 to 4: atom 1 (H): 0.118, atom 2 (H): 0.144, atom 3 (C): -0.085, atom 4 (H): 0.084